(1)
93
Properties=species:S:1:pos:R:3:lowdin_spin:R:1 method="wB97M-V/def2-TZVPD" total_energy_ev=-70950.779 orbital_gap_ev="5.0 / 4.4" total_charge=-2 spin_multiplicity=2 e_above_lowest_kcal_mol=56.6 lumo_energy_ev="4.01 / 3.57"
Hg 1.35 0.18 -0.49 0.368
O 3.70 4.12 -0.37 0.001
C 2.75 3.60 0.24 0.001
O 2.67 2.44 0.74 0.037
C 1.52 4.50 0.44 0.003
C 1.79 5.82 0.80 0.000
C 0.78 6.76 0.98 -0.001
C -0.53 6.38 0.76 0.002
C -0.82 5.07 0.39 0.016
C 0.19 4.09 0.27 0.037
S -0.39 2.48 -0.10 0.311
H 2.83 6.10 0.93 0.000
H 1.02 7.78 1.28 0.000
H -1.34 7.09 0.86 0.000
H -1.85 4.77 0.22 0.004
C 2.78 -2.52 -5.25 0.000
C 3.22 -1.07 -5.00 0.001
C 3.47 -0.34 -6.33 0.000
C 4.49 -1.04 -4.13 0.001
C 2.15 -0.38 -4.27 0.011
N 1.30 0.12 -3.68 0.018
H 3.58 -3.06 -5.76 0.000
H 1.88 -2.55 -5.86 0.000
H 2.57 -3.02 -4.30 0.000
H 4.27 -0.84 -6.88 0.000
H 3.75 0.70 -6.15 0.000
H 2.56 -0.35 -6.94 0.000
H 5.29 -1.58 -4.64 0.000
H 4.30 -1.52 -3.17 0.001
H 4.81 -0.02 -3.94 0.000
C -5.15 -4.07 -1.29 0.000
C -4.08 -3.00 -1.30 0.000
C -4.41 -1.69 -1.65 -0.002
C -3.39 -0.72 -1.68 0.000
C -3.72 0.71 -2.02 0.001
C -2.10 -1.07 -1.38 0.001
C -1.69 -2.40 -1.03 0.007
C -2.77 -3.35 -0.99 0.003
N -0.40 -2.59 -0.72 0.083
C 0.38 -3.80 -0.85 0.006
C 1.46 -3.51 -1.92 0.010
C 1.08 -4.09 0.48 0.000
C -0.34 -5.10 -1.30 0.004
H -6.15 -3.63 -1.34 0.000
H -5.09 -4.67 -0.38 0.000
H -5.03 -4.74 -2.14 0.000
H -5.43 -1.43 -1.91 0.000
H -4.57 0.77 -2.70 0.000
H -2.86 1.20 -2.49 0.000
H -3.96 1.29 -1.12 0.001
H -1.31 -0.32 -1.43 0.004
H -2.59 -4.36 -0.65 0.000
H 1.98 -2.59 -1.65 0.020
H 0.97 -3.36 -2.88 0.000
H 2.18 -4.33 -2.00 0.000
H 1.64 -3.22 0.81 0.000
H 1.77 -4.94 0.39 0.000
H 0.34 -4.33 1.25 0.000
H -0.99 -4.90 -2.16 0.000
H -0.94 -5.52 -0.49 0.000
H 0.41 -5.84 -1.60 0.000
C 0.48 5.26 4.39 0.000
C 0.01 3.91 4.94 0.000
C 0.94 2.76 4.58 0.000
C 0.96 2.45 3.09 -0.001
N 1.90 1.38 2.78 -0.001
C 1.60 0.06 2.90 0.016
S 2.79 -1.13 2.76 0.036
N 0.31 -0.23 3.21 0.000
C -0.23 -1.59 3.14 0.000
C -1.68 -1.63 3.63 0.000
C -2.73 -1.47 2.53 0.000
C -2.69 -0.10 1.85 0.001
H -0.21 6.06 4.68 0.000
H 0.55 5.24 3.30 0.000
H 1.47 5.51 4.78 0.000
H -1.00 3.71 4.56 0.000
H -0.07 3.98 6.03 0.000
H 0.62 1.85 5.11 0.000
H 1.96 2.98 4.90 0.000
H 1.31 3.31 2.51 0.000
H -0.05 2.23 2.73 0.000
H 2.53 1.60 2.01 0.001
H -0.35 0.47 2.91 0.000
H 0.40 -2.22 3.78 0.000
H -0.14 -1.98 2.12 0.000
H -1.81 -0.84 4.38 0.000
H -1.85 -2.58 4.13 0.000
H -3.72 -1.63 2.96 0.000
H -2.57 -2.23 1.77 0.000
H -2.84 0.71 2.58 0.000
H -3.47 -0.03 1.09 0.000
H -1.75 0.07 1.32 0.000

(2)
168
Properties=species:S:1:pos:R:3:mulliken_charge:R:1 method="wB97M-V/def2-TZVPD" total_energy_ev=-164953.007 orbital_gap_ev=5.2 total_charge=+1 lumo_energy_ev=-3.95
C -2.38 -3.26 4.42 -1.353
C -2.00 -2.63 3.06 -0.213
C -3.17 -1.82 2.44 -0.681
N -2.78 -1.48 1.06 0.580
C -3.45 -0.36 0.45 -1.331
C -4.96 -0.13 0.78 -0.392
C -5.85 -1.39 0.91 -1.967
C -3.50 -0.69 -1.12 -1.877
N -4.07 -1.95 -1.55 -0.021
C -5.01 -1.95 -2.41 1.304
C -4.84 -2.88 -3.62 -1.554
C -6.33 -1.21 -2.38 -1.176
C -2.03 -0.37 -1.66 1.585
C -1.36 -1.77 -1.74 -1.572
C -2.23 0.01 -3.15 -1.539
C -0.96 -0.16 -4.07 -0.438
C -1.04 -1.36 -5.05 -0.798
C 0.33 -2.11 -5.03 -0.642
S 1.56 -1.38 -6.18 -0.207
C 2.00 0.15 -5.41 0.486
N 2.85 0.42 -4.49 -0.339
N 2.75 1.78 -4.24 -0.194
C 1.84 2.21 -5.03 -0.006
O 1.30 1.26 -5.82 -0.271
N -1.47 0.66 -0.68 0.850
Cl -0.93 2.04 -1.69 -0.003
C -0.12 0.19 -0.16 -0.593
C 0.79 1.22 0.59 -0.986
C 2.16 1.30 -0.01 0.187
F 2.75 0.14 -0.45 -0.362
C 2.93 2.47 -0.12 0.096
F 2.90 3.23 -1.17 -0.166
F 3.75 2.75 0.90 -0.176
C -2.57 0.98 0.30 1.250
P -3.56 2.57 -0.17 0.570
N -2.68 3.83 -0.02 -0.818
O -4.84 2.78 0.80 -0.494
O -4.07 2.53 -1.70 -0.540
S -2.11 1.38 2.03 1.550
O -1.19 0.45 2.58 -0.628
O -3.28 1.52 2.82 -0.594
F -1.33 2.74 2.17 -0.356
H -3.36 -3.74 4.41 0.333
H -1.62 -4.03 4.64 0.384
H -2.26 -2.51 5.22 0.322
H -1.74 -3.42 2.33 0.400
H -1.10 -2.02 3.21 0.090
H -4.04 -2.49 2.51 0.516
H -3.34 -0.97 3.11 0.101
H -2.95 -2.33 0.54 0.829
H -5.13 0.48 1.66 0.416
H -5.37 0.47 -0.05 0.456
H -5.41 -2.33 0.56 0.360
H -6.08 -1.53 1.97 0.426
H -6.82 -1.18 0.44 0.423
H -4.07 0.05 -1.70 0.523
H -5.79 -3.41 -3.79 0.551
H -4.04 -3.59 -3.40 0.348
H -4.61 -2.26 -4.49 0.296
H -6.21 -0.14 -2.16 0.205
H -6.81 -1.28 -3.37 0.531
H -7.03 -1.70 -1.69 0.265
H -1.44 -2.38 -0.84 0.353
H -1.80 -2.33 -2.56 0.216
H -0.29 -1.74 -1.98 0.186
H -2.90 -0.77 -3.54 -0.020
H -2.76 0.95 -3.34 0.803
H -0.04 -0.14 -3.47 -0.056
H -0.94 0.76 -4.67 0.679
H -1.83 -2.08 -4.81 0.245
H -1.20 -0.95 -6.05 0.537
H 0.72 -2.06 -4.01 0.173
H 0.14 -3.16 -5.26 0.437
H 1.47 3.23 -5.09 0.448
H 0.47 -0.01 -1.06 0.785
H -0.21 -0.70 0.46 0.013
H 0.96 0.85 1.61 0.481
H 0.44 2.25 0.68 0.518
H -3.06 4.47 0.66 0.281
H -4.55 3.22 1.62 0.284
H -4.96 2.12 -1.74 0.410
O -4.63 4.52 4.44 -0.796
P -5.07 4.61 5.90 0.962
N -4.35 6.12 6.26 0.079
C -3.90 6.54 7.57 -0.841
C -4.99 7.25 5.58 -1.092
N -4.05 3.30 6.44 0.268
C -2.63 3.54 6.66 -1.227
C -4.22 2.10 5.63 -1.515
N -5.98 4.56 7.43 0.010
C -5.73 3.58 8.48 -0.869
C -7.43 4.62 7.16 -1.077
H -4.73 6.87 8.22 0.297
H -3.21 7.38 7.47 0.357
H -3.36 5.77 8.10 0.201
H -5.94 7.52 6.06 0.330
H -5.19 7.02 4.54 0.250
H -4.33 8.13 5.59 0.380
H -2.17 4.10 5.84 0.331
H -2.09 2.60 6.77 0.432
H -2.46 4.08 7.60 0.287
H -3.67 2.18 4.69 0.711
H -5.27 1.94 5.39 0.365
H -3.87 1.22 6.17 0.451
H -5.92 2.56 8.16 0.278
H -6.39 3.80 9.33 0.400
H -4.72 3.66 8.86 0.245
H -7.80 3.69 6.73 0.345
H -7.66 5.43 6.46 0.346
H -7.99 4.83 8.08 0.366
O 0.29 -6.99 -4.23 -0.908
P 1.44 -7.42 -5.12 1.085
N 0.56 -8.61 -6.00 0.067
C 1.12 -9.81 -6.60 -0.867
C -0.45 -8.05 -6.90 -1.089
N 2.36 -8.15 -3.83 0.107
C 1.95 -9.46 -3.33 -1.101
C 2.56 -7.24 -2.71 -1.157
N 2.84 -7.65 -6.24 0.037
C 4.12 -8.20 -5.82 -0.932
C 3.11 -6.43 -7.01 -1.118
H 1.62 -9.61 -7.55 0.302
H 0.31 -10.52 -6.79 0.359
H 1.82 -10.31 -5.94 0.203
H 0.01 -7.64 -7.81 0.339
H -1.00 -7.25 -6.41 0.292
H -1.18 -8.81 -7.19 0.346
H 0.86 -9.52 -3.15 0.304
H 2.45 -9.68 -2.39 0.400
H 2.24 -10.26 -4.01 0.256
H 1.68 -7.17 -2.06 0.334
H 2.80 -6.24 -3.06 0.363
H 3.41 -7.58 -2.10 0.365
H 4.63 -7.59 -5.07 0.296
H 4.77 -8.28 -6.70 0.396
H 4.01 -9.22 -5.44 0.265
H 3.54 -5.65 -6.37 0.361
H 2.18 -6.03 -7.43 0.340
H 3.79 -6.62 -7.84 0.358
O 8.70 2.18 1.96 -0.860
P 8.31 3.62 1.65 0.992
N 8.15 3.45 -0.05 0.046
C 8.34 4.51 -1.02 -0.832
C 7.02 2.62 -0.46 -1.285
N 9.86 4.30 2.06 0.173
C 10.96 4.20 1.10 -1.089
C 10.33 3.87 3.38 -1.177
N 7.58 5.24 1.65 0.055
C 8.31 6.45 2.00 -0.899
C 6.30 5.23 2.39 -0.908
H 7.48 5.18 -1.09 0.289
H 8.50 4.07 -2.01 0.353
H 9.22 5.11 -0.82 0.209
H 6.07 3.17 -0.36 0.402
H 6.95 1.72 0.16 0.319
H 7.13 2.29 -1.49 0.367
H 11.05 3.19 0.68 0.313
H 11.90 4.46 1.58 0.398
H 10.84 4.92 0.29 0.244
H 10.76 2.87 3.36 0.348
H 9.51 3.87 4.10 0.365
H 11.09 4.57 3.75 0.367
H 8.67 6.45 3.03 0.293
H 7.64 7.32 1.88 0.388
H 9.15 6.62 1.33 0.249
H 6.45 5.12 3.46 0.341
H 5.68 4.39 2.05 0.180
H 5.73 6.14 2.20 0.366

(3)
22
Properties=species:S:1:pos:R:3:mulliken_charge:R:1 method="wB97M-V/def2-TZVPD" total_energy_ev=-9529.751 orbital_gap_ev=7.7 e_above_lowest_kcal_mol=92.6 lumo_energy_ev=-0.59
C -0.32 -0.62 -0.39 1.704
C -1.41 0.35 -0.27 -1.112
C -0.38 -1.44 -1.69 -1.754
C -0.19 -1.54 0.82 -1.781
C 1.10 0.28 -0.62 -0.128
O 1.07 1.08 -1.57 -0.642
H 1.94 -0.46 -0.56 0.424
H -0.93 1.26 0.44 -0.044
H -1.25 -2.10 -1.68 0.432
H -0.97 -2.30 0.82 0.469
H -1.65 0.89 -1.18 0.343
H -2.29 0.04 0.29 0.395
H 0.51 -2.06 -1.79 0.402
H -0.44 -0.78 -2.55 0.388
H -0.27 -0.99 1.76 0.374
H 0.78 -2.06 0.81 0.348
C 1.28 1.22 0.99 -0.684
C 0.12 2.02 1.17 -0.505
H -0.40 2.01 2.12 0.327
H 1.48 0.49 1.77 0.342
H 2.17 1.75 0.68 0.411
H 0.05 2.95 0.62 0.290

(4)
12
Properties=species:S:1:pos:R:3:mulliken_charge:R:1 method="wB97M-V/def2-TZVPD" total_energy_ev=-8339.554 orbital_gap_ev=10.2 smiles="CC(=O)C(C)=O" e_above_lowest_kcal_mol=20.9 lumo_energy_ev=0.65
C 0.22 -1.73 0.77 -0.947
C -0.71 -0.61 0.34 0.599
O -1.92 -0.69 0.38 -0.514
C -0.03 0.75 0.10 0.550
C 0.10 1.58 -1.17 -0.994
O 0.42 1.17 1.14 -0.493
H -0.08 -2.66 0.29 0.313
H 1.26 -1.50 0.55 0.322
H 0.13 -1.88 1.86 0.262
H 0.52 2.53 -0.84 0.311
H 0.78 1.14 -1.90 0.281
H -0.86 1.77 -1.67 0.310

(5)
87
Properties=species:S:1:pos:R:3:mulliken_charge:R:1 method="wB97M-V/def2-TZVPD" total_energy_ev=-127320.519 orbital_gap_ev=6.5 total_charge=-1 e_above_lowest_kcal_mol=0.0 lumo_energy_ev=2.32
Ti -0.06 -0.07 0.04 -0.144
C -4.46 -0.02 -4.22 -1.082
C -4.35 0.89 -3.00 -0.580
N -4.23 0.15 -1.75 -0.095
C -3.07 -0.17 -1.12 0.326
S -1.55 0.09 -1.95 -0.560
N -3.16 -0.63 0.08 -1.400
N -1.89 -0.95 0.63 1.338
C -1.77 -2.33 1.03 0.275
C -2.97 -3.00 1.61 -1.541
C -0.54 -2.84 0.84 0.178
C -0.14 -4.20 1.13 -1.290
C 1.14 -4.59 0.95 -0.601
C 2.14 -3.65 0.50 -1.005
C 1.75 -2.39 0.23 -0.611
N 0.44 -1.97 0.33 1.176
H -4.57 0.57 -5.13 0.360
H -3.57 -0.63 -4.30 0.274
H -5.33 -0.68 -4.13 0.313
H -3.48 1.53 -3.10 0.284
H -5.23 1.53 -2.92 0.438
H -5.06 -0.06 -1.22 0.313
H -3.78 -3.10 0.88 0.238
H -2.72 -3.99 2.00 0.521
H -3.38 -2.41 2.45 0.242
H -0.88 -4.90 1.47 0.292
H 1.43 -5.61 1.16 0.409
H 3.18 -3.92 0.39 0.554
H 2.47 -1.64 -0.08 0.412
F -1.24 5.60 3.70 -0.369
C -0.60 4.52 3.24 0.886
C -0.77 4.10 1.94 -0.245
F -1.60 4.78 1.13 -0.407
C -0.10 2.98 1.49 0.079
F -0.35 2.58 0.21 -0.440
C 0.77 2.24 2.28 0.672
S 1.59 0.84 1.68 -0.444
C 0.92 2.69 3.58 0.116
F 1.71 2.03 4.43 -0.448
C 0.25 3.81 4.06 0.260
F 0.42 4.20 5.33 -0.352
C 2.42 2.97 -1.87 -0.840
N 2.34 1.93 -2.89 0.133
C 3.48 1.91 -3.81 -1.283
C 1.74 0.78 -2.52 -0.442
O 1.31 0.67 -1.34 0.477
N 1.50 -0.16 -3.46 0.765
C 1.34 0.14 -4.87 -1.285
C 1.42 -1.56 -3.08 -0.772
H 2.75 3.89 -2.35 0.386
H 3.13 2.69 -1.08 0.329
H 1.44 3.13 -1.42 0.076
H 4.39 2.16 -3.26 0.462
H 3.32 2.62 -4.63 0.308
H 3.65 0.92 -4.20 0.402
H 2.17 -0.26 -5.47 0.347
H 1.27 1.21 -5.02 0.385
H 0.41 -0.32 -5.22 0.374
H 0.39 -1.87 -2.88 0.182
H 2.04 -1.73 -2.20 -0.063
H 1.84 -2.16 -3.89 0.468
C 6.26 -3.50 -1.36 -0.889
O 5.35 -2.45 -1.07 -0.168
C 5.43 -1.29 -1.79 0.021
S 6.56 -1.13 -3.01 -0.421
S 4.30 -0.14 -1.30 -0.229
H 6.01 -4.30 -0.65 0.196
H 7.29 -3.18 -1.22 0.351
H 6.14 -3.86 -2.38 0.383
C -0.19 -1.26 3.82 -1.540
C -1.27 -0.20 3.87 1.033
C -1.73 0.22 5.11 -0.757
C -2.70 1.20 5.22 -0.929
C -3.22 1.78 4.08 -0.766
C -2.79 1.39 2.82 1.519
C -3.38 2.05 1.60 -1.977
C -1.81 0.39 2.72 -0.832
N -1.31 0.04 1.43 2.397
H -0.57 -2.22 4.17 0.416
H 0.64 -0.96 4.48 0.445
H 0.22 -1.38 2.83 -0.259
H -1.31 -0.23 6.00 0.450
H -3.04 1.52 6.20 0.402
H -3.96 2.57 4.16 0.432
H -3.70 3.07 1.83 0.506
H -4.25 1.49 1.25 0.414
H -2.68 2.08 0.77 0.053

(6)
92
Properties=species:S:1:pos:R:3:mulliken_charge:R:1 method="wB97M-V/def2-TZVPD" total_energy_ev=-84882.880 orbital_gap_ev=9.7 lumo_energy_ev=0.17
C -1.41 1.57 -1.32 -1.256
C -1.17 0.06 -1.12 -0.072
C 0.31 -0.30 -0.89 -0.088
O 1.15 0.87 -0.99 0.726
Si 2.69 0.68 -0.43 -0.714
N 2.75 1.55 1.09 -0.280
C 3.26 -1.13 -0.26 -0.862
C 3.59 -1.60 1.19 0.075
C 2.72 -2.74 1.71 0.157
O 3.21 -3.75 2.03 -0.592
O 1.34 -2.62 1.76 -0.364
O 3.85 1.42 -1.40 -0.202
Si 3.29 2.52 -2.52 0.558
C 4.82 3.20 -3.39 -1.210
I 1.95 1.46 -4.32 -0.174
P 2.30 4.31 -1.62 0.737
O 3.21 4.79 -0.57 -0.659
O 2.26 5.45 -2.77 -0.544
O 0.85 4.04 -1.02 -0.392
H -2.44 1.70 -1.63 0.480
H -1.24 2.09 -0.38 0.256
H -0.80 1.99 -2.11 0.132
H -1.58 -0.45 -1.99 0.224
H -1.72 -0.25 -0.24 0.153
H 0.62 -0.97 -1.71 0.292
H 0.47 -0.85 0.04 -0.116
H 2.06 1.08 1.69 0.190
H 3.64 1.43 1.55 0.248
H 4.18 -1.23 -0.84 0.492
H 2.56 -1.86 -0.69 0.513
H 4.60 -2.00 1.20 0.032
H 3.59 -0.80 1.94 0.353
H 1.03 -2.80 0.86 0.246
H 5.00 2.51 -4.21 0.358
H 5.66 3.18 -2.70 0.295
H 4.58 4.20 -3.76 0.307
H 3.08 5.95 -2.66 0.351
H 0.84 4.51 -0.16 0.262
C -3.94 -2.81 -0.51 -0.201
O -3.33 -2.05 0.53 -0.459
H -3.41 -2.62 -1.44 0.063
H -3.88 -3.88 -0.28 0.283
H -4.99 -2.52 -0.62 0.116
H -3.80 -2.23 1.34 0.258
C 0.79 4.27 3.37 -0.375
O 0.21 2.96 3.31 -0.500
H 0.29 4.83 4.16 0.258
H 1.85 4.19 3.61 0.172
H 0.66 4.78 2.42 0.155
H 0.66 2.47 2.62 0.250
C 3.94 4.77 5.62 -0.563
O 2.73 5.47 5.35 -0.472
H 3.73 3.70 5.57 0.219
H 4.70 5.02 4.87 0.272
H 4.31 5.01 6.62 0.281
H 2.93 6.41 5.40 0.277
C -0.27 -0.65 4.45 -0.420
O -0.86 -1.95 4.37 -0.562
H -0.76 -0.09 5.23 0.313
H 0.80 -0.74 4.68 0.235
H -0.40 -0.13 3.50 0.122
H -0.41 -2.43 3.67 0.302
C -2.12 -4.37 -4.20 -0.635
O -1.67 -3.28 -3.39 -0.390
H -2.92 -4.87 -3.68 0.201
H -2.49 -3.99 -5.16 0.292
H -1.30 -5.07 -4.38 0.271
H -0.96 -2.84 -3.86 0.269
C 6.68 -4.19 0.79 -0.469
O 6.14 -4.04 2.10 -0.494
H 7.76 -4.27 0.87 0.251
H 6.29 -5.10 0.32 0.221
H 6.42 -3.33 0.17 0.199
H 5.18 -3.98 2.01 0.375
C -8.43 -1.78 0.24 -0.443
O -7.27 -2.40 -0.32 -0.504
H -8.18 -1.44 1.24 0.120
H -8.74 -0.93 -0.36 0.310
H -9.24 -2.51 0.30 0.217
H -7.51 -2.70 -1.21 0.274
C 1.53 0.05 -8.42 -0.552
O 0.50 -0.08 -7.45 -0.480
H 2.31 -0.68 -8.19 0.215
H 1.14 -0.14 -9.42 0.286
H 1.97 1.05 -8.38 0.248
H -0.18 0.57 -7.66 0.290
C -10.03 -1.47 3.77 -0.489
O -10.80 -0.80 2.78 -0.493
H -9.54 -0.73 4.40 0.215
H -10.68 -2.09 4.40 0.262
H -9.27 -2.10 3.30 0.208
H -11.22 -1.48 2.24 0.292

(7)
25
Properties=species:S:1:pos:R:3:mulliken_charge:R:1 method="wB97M-V/def2-TZVPD" total_energy_ev=-40689.578 orbital_gap_ev=5.8 total_charge=-1 lumo_energy_ev=1.93
N 4.29 -0.87 1.36 -0.836
P 3.18 0.05 0.62 0.375
B 2.12 -0.90 -0.69 0.339
N 2.55 -0.55 -2.11 -0.723
C 0.47 -0.73 -0.46 0.114
O -0.21 -1.80 -0.61 -0.552
C -0.24 0.66 -0.05 0.727
F -0.26 0.71 1.39 -0.290
F 0.64 1.74 -0.47 -0.327
C -1.67 0.94 -0.73 0.451
F -1.64 2.32 -1.19 -0.333
F -1.89 0.18 -1.93 -0.259
C -2.92 0.87 0.29 0.791
F -4.08 1.23 -0.50 -0.287
F -2.86 1.88 1.31 -0.267
C -3.23 -0.59 0.87 0.219
O -3.13 -1.64 0.17 -0.409
O -3.69 -0.80 2.22 -0.450
H 4.08 -0.81 2.38 0.172
H 2.35 0.63 1.67 -0.067
H 3.88 1.13 -0.05 -0.015
H 2.37 -2.07 -0.54 -0.133
H 2.55 0.46 -2.29 0.200
H 2.05 -1.09 -2.82 0.206
H -4.67 -0.95 2.14 0.355